ORCA calculation (ωB97M-V/def2-TZVPD) on a cluster of 2 separate species, C14H28BN2O4Si2 in total.

```
51
Properties=species:S:1:pos:R:3:forces:R:3
Si 1.093 -0.404 -1.952 -0.5 -0.4 -0.3
Si 1.539 -2.785 -3.727 -0.5 0.2 0.2
O 1.479 3.344 3.796 0.1 -0.2 -0.5
O -1.193 3.645 1.581 -0.1 0.1 0.3
O -2.876 3.790 3.096 0.0 -0.1 -0.1
O -0.879 3.036 3.717 -0.1 0.3 -0.4
N 0.609 -1.686 -2.895 0.5 0.1 0.0
N -5.083 1.240 1.732 0.0 0.0 0.0
C 2.696 -3.844 -2.645 0.1 -0.1 -0.2
C -5.403 0.594 2.849 0.1 0.1 0.2
C -0.428 0.486 -1.250 0.2 0.2 0.2
C -1.600 3.489 2.696 0.0 -0.2 0.1
C 1.252 0.171 3.750 -0.1 -0.2 -0.2
C 2.093 0.930 -2.870 0.1 0.2 0.3
C 0.416 -4.026 -4.621 0.2 -0.1 -0.1
C 0.660 1.175 2.729 0.0 -0.2 0.5
C 2.646 -2.039 -5.085 0.1 -0.2 -0.1
C -4.253 2.274 1.830 0.0 0.0 0.2
C -4.933 0.954 4.109 0.0 0.0 -0.1
C -3.737 2.689 3.048 0.1 0.1 0.0
C -4.072 2.034 4.216 -0.1 -0.1 -0.1
C 2.128 -0.899 -0.431 0.1 0.3 0.1
B 0.436 2.558 3.392 0.2 0.1 0.0
H -0.207 -4.557 -3.896 0.0 0.0 0.0
H 1.892 -0.550 3.244 0.0 0.0 0.0
H -3.663 2.359 5.162 0.0 0.0 0.0
H -5.225 0.387 4.982 0.0 0.0 0.0
H 1.377 1.279 1.915 -0.1 0.1 -0.1
H 2.197 1.844 -2.272 0.0 0.0 0.0
H 1.590 1.192 -3.803 0.0 0.0 0.0
H 3.116 -4.688 -3.206 0.0 0.0 0.0
H 3.102 0.582 -3.109 0.0 0.0 -0.1
H 3.535 -3.256 -2.263 0.0 0.0 0.1
H -0.273 0.786 2.323 0.1 -0.1 -0.2
H 1.649 -1.727 0.096 0.0 0.0 0.0
H -1.021 -0.207 -0.648 0.0 0.0 0.0
H 0.461 -0.399 4.235 0.0 0.1 0.1
H 3.486 -1.485 -4.657 0.0 0.1 0.0
H 3.138 -1.207 -0.715 0.0 -0.1 0.0
H -0.241 -3.501 -5.318 0.0 0.0 0.0
H -3.970 2.801 0.927 0.0 0.0 -0.1
H 2.142 -4.246 -1.794 0.0 0.0 0.0
H 2.062 -1.352 -5.702 0.0 0.0 0.0
H 0.990 -4.770 -5.186 0.0 0.0 0.0
H 1.851 0.660 4.518 0.0 0.0 0.0
H 3.064 -2.813 -5.740 0.0 0.0 0.0
H -0.157 1.341 -0.617 0.0 0.0 0.0
H 1.407 4.259 3.507 -0.2 0.1 0.5
H 2.228 -0.059 0.268 0.0 0.0 0.0
H -6.066 -0.255 2.746 0.0 0.0 -0.1
H -1.055 0.855 -2.065 0.0 0.0 0.0
```
Positions in Å, forces in eV/Å.

Kohn-Sham gap	5.7	eV
E_LUMO	2.063	eV
multiplicity	1
maximum force	0.71	eV/Å
charge	-1